# 1
Molecular formula: C23H68O21
Method: DFT, ωB97M-V/def2-TZVPD

Calculated values
Max |F| ... 4.12 eV/A
Total energy ... -67943.3818 eV
Highest occupied orbital energy ... -9.37 eV
Structure (SMILES) ... CC(C)O.OCCO.OCCO.OCCO.OCCO.OCCO.OCCO.OCCO.OCCO.OCCO.OCCO
HOMO-LUMO gap ... 9.56 eV
Energy above the lowest of the compared OMol25 structures with the same formula, charge and spin ... 375.7 kJ/mol

Cartesian coordinates (Å):
C -1.43 -0.21 -0.12
C -0.25 0.66 0.07
C 0.99 -0.16 0.55
O 0.11 1.39 -1.09
H -1.27 -1.02 -0.83
H -2.17 0.40 -0.65
H -1.75 -0.55 0.87
H -0.37 1.46 0.81
H 1.20 -0.93 -0.20
H 0.88 -0.57 1.56
H 1.90 0.44 0.63
H 0.46 0.83 -1.79
O -1.87 2.11 2.97
C -2.04 3.21 2.07
C -3.18 3.19 1.16
O -4.35 3.47 1.85
H -1.50 2.33 3.82
H -2.09 4.10 2.69
H -1.05 3.26 1.62
H -3.31 2.13 0.91
H -3.07 3.82 0.28
H -4.36 3.20 2.77
O -1.23 -0.85 -6.35
C -1.89 -0.29 -5.21
C -1.24 -0.37 -3.86
O -1.23 -1.73 -3.46
H -1.13 -1.79 -6.20
H -1.80 0.77 -5.47
H -2.95 -0.54 -5.11
H -1.88 0.24 -3.21
H -0.25 0.07 -3.92
H -0.82 -2.26 -4.15
O 1.58 0.39 5.27
C 2.67 0.01 4.51
C 2.57 -1.52 4.52
O 1.58 -2.11 3.70
H 0.76 0.09 4.89
H 2.38 0.46 3.56
H 3.63 0.27 4.95
H 2.23 -1.92 5.47
H 3.52 -2.06 4.43
H 1.70 -2.06 2.75
O 1.62 3.77 1.39
C 1.77 4.27 0.06
C 1.42 5.84 0.11
O 0.38 6.06 1.15
H 1.15 4.46 1.84
H 2.78 4.15 -0.33
H 1.14 3.72 -0.65
H 0.99 6.17 -0.83
H 2.34 6.42 0.22
H 0.28 7.02 1.20
O -1.98 2.91 -4.19
C -2.54 4.07 -3.73
C -2.30 4.13 -2.25
O -1.05 4.74 -2.01
H -1.47 2.93 -5.00
H -2.08 4.91 -4.27
H -3.61 3.86 -3.74
H -2.32 3.12 -1.85
H -3.03 4.75 -1.73
H -0.36 4.07 -2.08
O -1.95 -0.13 5.40
C -3.33 -0.35 5.09
C -3.47 -1.00 3.75
O -3.36 -0.12 2.59
H -1.89 0.59 6.03
H -3.88 -0.88 5.86
H -3.78 0.64 5.17
H -4.45 -1.46 3.62
H -2.74 -1.80 3.78
H -2.70 0.55 2.79
O 3.78 -1.07 1.59
C 5.11 -1.19 0.97
C 5.75 -2.40 1.58
O 5.36 -3.63 0.92
H 3.37 -1.90 1.35
H 5.01 -1.32 -0.10
H 5.70 -0.30 1.20
H 5.58 -2.53 2.65
H 6.80 -2.30 1.32
H 5.65 -4.39 1.43
O 2.16 0.51 -3.41
C 2.65 -0.86 -3.36
C 2.27 -1.66 -4.55
O 2.84 -2.97 -4.56
H 2.40 0.99 -4.21
H 3.73 -0.83 -3.20
H 2.19 -1.24 -2.44
H 2.38 -1.18 -5.52
H 1.20 -1.75 -4.35
H 2.87 -3.35 -3.68
O 2.40 -3.83 1.17
C 2.00 -4.84 0.24
C 1.87 -4.15 -1.20
O 3.10 -3.97 -1.86
H 3.24 -4.04 1.58
H 2.67 -5.69 0.14
H 1.10 -5.38 0.52
H 1.40 -3.20 -0.98
H 1.18 -4.74 -1.80
H 3.83 -3.72 -1.30
O -5.72 -2.96 -1.18
C -4.40 -2.55 -1.23
C -3.51 -3.28 -0.21
O -3.65 -2.83 1.15
H -5.97 -2.66 -0.31
H -3.95 -2.69 -2.21
H -4.35 -1.46 -1.17
H -2.48 -3.11 -0.50
H -3.55 -4.37 -0.20
H -3.27 -1.96 1.29

---

# 2
Molecular formula: C23H69N11O9
Method: DFT, ωB97M-V/def2-TZVPD

Calculated values
2S+1 ... 2
<S²> ... 0.755
Max |F| ... 5.18 eV/A
Total energy ... -59778.1049 eV
Total charge ... +1
Highest occupied orbital energy (spin up / spin down) ... -10.81 / -10.80 eV
HOMO-LUMO gap (spin up / spin down) ... 7.85 / 2.17 eV

Cartesian coordinates (Å):
C 4.59 2.59 0.60
O 4.53 2.60 1.82
N 5.71 2.70 -0.04
N 3.52 2.44 -0.17
H 5.78 2.49 -1.03
H 6.52 2.86 0.55
H 3.60 2.55 -1.17
H 2.66 2.32 0.33
C -0.81 -1.40 3.42
O -0.30 -0.32 3.24
N -1.97 -1.76 2.94
N -0.15 -2.36 3.96
H -2.47 -1.22 2.25
H -2.16 -2.75 2.93
H 0.74 -2.12 4.36
H -0.62 -3.22 4.21
C 2.75 0.24 4.61
O 1.96 -0.42 5.25
N 2.46 0.71 3.45
N 3.96 0.65 4.90
H 3.15 1.28 2.98
H 1.53 0.54 3.08
H 4.38 0.34 5.76
H 4.47 1.25 4.27
C -4.12 -3.62 0.89
C -5.01 -2.52 1.45
C -4.86 -1.18 0.67
O -3.52 -0.84 0.78
C -3.09 0.06 -0.23
N -6.45 -2.95 1.59
H -3.07 -3.47 1.16
H -4.26 -3.76 -0.18
H -4.41 -4.55 1.37
H -4.74 -2.34 2.49
H -5.45 -0.38 1.13
H -5.08 -1.24 -0.39
H -3.69 0.97 -0.15
H -3.28 -0.39 -1.21
H -2.03 0.23 -0.01
H -6.87 -2.17 2.08
H -6.89 -2.98 0.69
C 3.33 -3.88 1.06
C 2.76 -2.47 1.31
C 3.90 -1.47 1.00
O 5.02 -1.66 1.81
C 6.01 -0.63 1.66
N 1.54 -2.20 0.48
H 4.27 -4.02 1.60
H 3.58 -4.13 0.03
H 2.73 -4.72 1.42
H 2.69 -2.47 2.39
H 3.47 -0.47 1.13
H 4.15 -1.51 -0.06
H 6.14 -0.44 0.59
H 7.04 -0.81 1.99
H 5.75 0.29 2.18
H 0.93 -3.00 0.41
H 1.84 -2.19 -0.49
C -0.85 -5.48 -5.22
C -0.24 -4.81 -3.98
C -1.26 -3.93 -3.16
O -0.53 -3.36 -2.08
C -1.31 -2.64 -1.17
N 0.47 -5.85 -3.14
H -1.45 -6.38 -5.06
H -0.05 -5.75 -5.91
H -1.46 -4.75 -5.76
H 0.58 -4.22 -4.36
H -2.09 -4.54 -2.79
H -1.63 -3.12 -3.78
H -0.77 -2.11 -0.39
H -1.93 -3.39 -0.67
H -1.98 -1.98 -1.72
H 0.32 -5.55 -2.19
H 1.44 -5.62 -3.34
C -0.82 0.75 -3.34
C 0.37 1.71 -3.33
C 0.14 3.17 -2.87
O 1.01 4.06 -3.47
C 1.26 5.35 -2.99
N 1.46 1.25 -2.54
H -1.23 0.60 -2.34
H -0.66 -0.20 -3.85
H -1.61 1.18 -3.95
H 0.70 1.91 -4.35
H 0.34 3.21 -1.80
H -0.92 3.40 -3.01
H 2.07 5.81 -3.56
H 1.56 5.30 -1.95
H 0.38 5.96 -3.19
H 2.31 1.77 -2.70
H 1.33 1.58 -1.60
C -2.79 3.83 -0.49
C -1.74 4.20 0.56
C -2.10 5.27 1.60
O -2.05 6.58 1.09
C -3.18 7.05 0.34
N -1.31 3.07 1.39
H -3.75 3.58 -0.03
H -2.42 2.94 -1.00
H -2.99 4.63 -1.20
H -0.81 4.59 0.13
H -1.32 5.25 2.36
H -3.05 5.09 2.12
H -3.29 8.13 0.23
H -4.14 6.83 0.81
H -3.20 6.73 -0.70
H -0.67 3.36 2.12
H -0.80 2.41 0.82
O 0.89 0.35 0.56
H 1.25 -0.50 0.29
H 0.40 0.17 1.36

---

# 3
Molecular formula: C23H69N9O10
Method: DFT, ωB97M-V/def2-TZVPD

Calculated values
Max |F| ... 7.83 eV/A
Total energy ... -58851.0896 eV
Highest occupied orbital energy ... -8.31 eV
Structure (SMILES) ... COC[C@H](C)N.COC[C@H](C)N.COC[C@H](C)N.NC(N)=O.NC(N)=O.NC(N)=O.CCO.CCO.CCO.CCO
HOMO-LUMO gap ... 8.54 eV
Energy above the lowest of the compared OMol25 structures with the same formula, charge and spin ... 38.2 kJ/mol

Cartesian coordinates (Å):
C -2.15 2.69 -0.70
O -2.48 3.35 -1.95
C -1.42 4.29 -2.26
C -1.88 5.71 -1.81
C -2.85 6.21 -2.81
N -0.78 6.63 -1.72
H -2.86 1.86 -0.64
H -2.38 3.27 0.20
H -1.15 2.29 -0.53
H -0.45 3.98 -1.87
H -1.26 4.32 -3.34
H -2.39 5.72 -0.85
H -3.77 5.63 -2.77
H -2.45 6.09 -3.81
H -3.15 7.25 -2.63
H -0.43 6.78 -2.65
H -1.02 7.58 -1.49
C 0.24 0.13 1.48
O -0.50 0.14 0.32
C -0.10 -0.75 -0.78
C 1.13 -0.29 -1.61
C 0.96 1.04 -2.37
N 1.71 -1.37 -2.47
H 0.09 1.07 2.01
H 1.33 0.06 1.46
H -0.21 -0.59 2.17
H 0.04 -1.79 -0.49
H -1.00 -0.85 -1.38
H 1.97 -0.07 -0.95
H 1.70 1.05 -3.17
H 1.21 1.87 -1.71
H 0.00 1.21 -2.87
H 2.26 -1.92 -1.83
H 2.43 -0.98 -3.07
C -6.78 -2.25 5.99
O -5.41 -1.96 6.25
C -4.68 -1.26 5.21
C -3.22 -1.09 5.55
C -2.93 -0.26 6.82
N -2.64 -0.30 4.48
H -7.29 -1.33 5.72
H -7.30 -2.75 6.82
H -6.79 -3.03 5.23
H -4.66 -1.87 4.31
H -5.25 -0.39 4.87
H -2.66 -2.02 5.64
H -3.54 0.64 6.85
H -1.88 -0.08 7.02
H -3.17 -0.70 7.79
H -1.65 -0.21 4.70
H -2.55 -0.82 3.62
N -1.95 -3.50 -1.83
C -1.35 -4.59 -1.73
N -1.73 -5.34 -0.75
O -0.60 -5.00 -2.63
H -2.46 -3.22 -1.00
H -1.68 -2.87 -2.57
H -1.37 -6.28 -0.71
H -2.46 -4.90 -0.21
N 2.15 3.29 -5.07
C 1.90 2.79 -6.29
N 1.59 3.79 -7.06
O 2.04 1.60 -6.50
H 2.06 4.28 -4.87
H 2.03 2.57 -4.38
H 1.90 4.73 -6.86
H 1.33 3.55 -8.01
N -0.03 -2.63 -4.28
C -0.76 -1.83 -4.93
N -0.39 -0.63 -4.83
O -1.66 -2.35 -5.49
H 0.73 -2.34 -3.68
H -0.39 -3.57 -4.27
H 0.48 -0.62 -4.32
H -0.79 0.23 -5.19
C -0.47 -3.64 2.81
C -0.59 -5.12 3.30
O -1.81 -5.21 4.06
H 0.56 -3.42 2.50
H -0.72 -2.95 3.61
H -1.19 -3.43 2.01
H 0.30 -5.50 3.80
H -0.65 -5.64 2.35
H -1.60 -4.90 4.94
C 5.42 1.39 -3.72
C 5.61 -0.04 -3.15
O 4.57 -0.89 -3.44
H 4.69 2.00 -3.19
H 5.01 1.52 -4.72
H 6.35 1.95 -3.70
H 5.76 -0.02 -2.07
H 6.53 -0.42 -3.60
H 4.79 -1.32 -4.27
C 4.92 -3.15 1.19
C 5.14 -2.44 -0.18
O 4.04 -2.58 -1.03
H 5.80 -3.28 1.82
H 4.65 -4.19 1.03
H 4.19 -2.67 1.86
H 5.83 -3.08 -0.72
H 5.34 -1.37 -0.08
H 4.33 -2.04 -1.77
C 1.68 2.58 5.19
C 0.09 2.47 5.09
O -0.39 1.27 5.62
H 2.05 1.73 4.61
H 1.91 2.46 6.24
H 2.12 3.48 4.78
H -0.29 2.56 4.07
H -0.29 3.30 5.69
H -0.27 1.49 6.55

---

# 4
Molecular formula: C23H70F6N15O25S2
Method: DFT, ωB97M-V/def2-TZVPD

Calculated values
2S+1 ... 2
<S²> ... 0.755
Max |F| ... 8.71 eV/A
Total energy ... -136497.5644 eV
Total charge ... -2
Highest occupied orbital energy (spin up / spin down) ... 1.31 / -3.86 eV
HOMO-LUMO gap (spin up / spin down) ... 1.88 / 7.04 eV

Cartesian coordinates (Å):
C 1.28 2.10 -2.26
F 2.11 2.13 -3.19
F 1.61 3.10 -1.42
F 0.06 2.29 -2.75
S 1.28 0.34 -1.35
O 1.30 -0.64 -2.46
O 2.48 0.26 -0.51
N -0.20 0.41 -0.39
S -0.34 -0.93 0.29
O -1.76 -1.25 0.26
O 0.57 -2.09 0.00
C -0.04 -0.55 2.21
F 0.94 0.39 2.44
F -1.17 0.06 2.59
F 0.13 -1.70 2.89
C 3.23 -4.62 -1.52
O 3.57 -5.37 -2.41
N 2.10 -4.05 -1.60
N 3.95 -4.18 -0.53
H 1.83 -3.52 -0.79
H 1.42 -4.20 -2.33
H 4.84 -4.61 -0.74
H 3.84 -3.47 0.18
C -1.58 -3.48 4.76
O -1.94 -4.52 4.25
N -0.47 -3.34 5.45
N -2.26 -2.33 4.66
H 0.24 -4.06 5.41
H -0.17 -2.43 5.76
H -3.20 -2.26 4.30
H -1.89 -1.52 5.14
C -0.09 5.70 -5.30
O 0.67 5.46 -6.23
N -0.47 4.87 -4.41
N -0.98 6.66 -5.23
H 0.06 4.03 -4.21
H -1.04 5.35 -3.73
H -1.04 7.24 -6.05
H -1.78 6.62 -4.61
C -5.02 -2.57 -0.84
O -6.07 -3.05 -0.88
N -4.60 -1.37 -1.36
N -4.02 -3.02 -0.14
H -5.26 -0.68 -1.69
H -3.62 -1.15 -1.44
H -4.19 -3.82 0.45
H -3.32 -2.35 0.13
C -0.77 -3.45 -3.81
O 0.06 -4.37 -3.57
N -2.03 -3.59 -3.92
N -0.45 -2.29 -4.09
H -2.37 -4.54 -4.01
H -2.51 -2.75 -4.19
H 0.43 -2.00 -3.70
H -1.22 -1.69 -4.33
C -4.43 2.77 4.42
O -3.83 3.70 4.87
N -3.83 1.74 3.86
N -5.66 2.62 4.58
H -2.83 1.81 3.78
H -4.37 1.07 3.34
H -6.26 1.88 4.24
H -6.10 3.42 5.00
C 0.83 0.14 6.13
O 0.11 -0.79 6.16
N 1.85 0.19 5.28
N 0.58 1.24 6.78
H 2.06 -0.65 4.76
H 2.42 1.01 5.40
H 1.33 1.90 6.85
H -0.25 1.27 7.36
C -3.34 1.86 -5.01
C -3.11 0.41 -4.67
O -1.72 0.21 -4.23
O -2.73 2.01 -6.25
H -2.74 2.42 -4.29
H -4.36 2.25 -5.05
H -3.34 -0.18 -5.56
H -3.85 0.17 -3.90
H -1.65 0.46 -3.31
H -3.22 1.45 -6.86
C 3.98 3.02 1.68
C 4.26 1.55 2.10
O 4.55 1.46 3.52
O 5.18 3.74 1.50
H 3.31 3.43 2.44
H 3.43 3.00 0.75
H 5.19 1.32 1.58
H 3.50 0.83 1.79
H 4.28 0.57 3.78
H 5.63 3.92 2.33
C 5.14 -0.78 -2.06
C 4.72 -1.36 -3.40
O 5.77 -1.16 -4.39
O 6.40 -1.22 -1.84
H 4.49 -1.00 -1.21
H 5.10 0.31 -2.03
H 3.75 -1.02 -3.77
H 4.60 -2.43 -3.29
H 5.47 -1.02 -5.29
H 6.88 -0.79 -2.56
C -2.53 2.79 0.55
C -3.01 2.32 -0.82
O -2.47 1.14 -1.38
O -1.13 2.99 0.42
H -2.83 2.02 1.26
H -3.02 3.72 0.83
H -2.81 3.09 -1.58
H -4.09 2.18 -0.81
H -1.55 0.97 -1.14
H -0.75 2.12 0.32
C -0.44 6.97 -0.88
C 0.41 5.59 -0.73
O 0.44 5.15 0.63
O -1.76 6.82 -0.61
H -0.39 7.22 -1.94
H -0.15 7.91 -0.41
H 1.44 5.59 -1.08
H -0.08 4.89 -1.41
H -0.29 4.53 0.69
H -2.28 6.68 -1.40
C -2.41 -6.61 0.20
C -1.52 -5.49 -0.27
O -1.44 -4.32 0.61
O -3.77 -6.31 0.16
H -2.12 -6.87 1.22
H -2.26 -7.54 -0.34
H -1.83 -5.19 -1.27
H -0.57 -6.01 -0.39
H -2.07 -3.64 0.36
H -3.87 -5.75 0.93
C 4.18 -2.57 4.05
C 3.24 -2.41 2.86
O 3.76 -2.53 1.57
O 4.79 -1.36 4.32
H 4.98 -3.29 3.82
H 3.58 -2.96 4.87
H 2.86 -1.39 2.83
H 2.41 -3.11 2.97
H 4.48 -1.90 1.53
H 5.48 -1.42 4.98

---

Question: total energy of number 1 (C23H68O21)?
Answer: -67943.3818 eV

---

Question: The lowest total energy belongs to which entry?
Answer: C23H70F6N15O25S2